The following is a DFT calculation (ωB97M-V/def2-TZVPD) of an isolated molecule of C5H10OS at a distorted geometry.

As for the SMILES: CSCCCC=O. Its LUMO energy is 0.9 eV.

The geometry in ORCA input format:
```
! RIJCOSX wB97M-V def2-TZVPD def2/J DEFGRID3
* xyz 0 1
C 2.23839 1.25414 0.90205
S 2.10042 -0.24078 -0.06118
C 0.69192 0.18835 -1.16272
C -0.65076 0.31613 -0.40787
C -1.00222 -1.02255 0.28205
C -2.48045 -1.37958 0.13097
O -2.94503 -1.78589 -0.89580
H 1.99397 1.00701 1.93441
H 1.66927 2.13717 0.65900
H 3.30310 1.50787 0.84355
H 1.01353 1.00227 -1.80511
H 0.59023 -0.76086 -1.70347
H -0.65991 1.23051 0.18751
H -1.40075 0.58577 -1.16075
H -0.91364 -0.82983 1.35113
H -0.38051 -1.83099 -0.08618
H -3.16758 -1.37875 0.99240
*
```

Atomic partial charges in e from the Mulliken method, atoms 1 to 6: number 1, C, carries -0.866; number 2, S, carries -0.098; number 3, C, carries -0.937; number 4, C, carries -0.524; number 5, C, carries -0.337; number 6, C, carries -0.193

=====

The following is a DFT calculation (ωB97M-V/def2-TZVPD) of an isolated molecule of C5H14N2 at a distorted geometry.

As for the SMILES: CC[C@@H](CN)NC. Its LUMO energy is 1.1 eV.

The geometry in ORCA input format:
```
! RIJCOSX wB97M-V def2-TZVPD def2/J DEFGRID3
* xyz 0 1
C -2.26023 0.52244 0.01567
C -0.97977 0.23224 -0.79075
C 0.30505 0.60024 -0.06929
C 0.53761 -0.31816 1.22995
N -0.22353 0.18494 2.36715
N 1.43528 0.38446 -0.95944
C 1.52626 -0.86293 -1.66163
H -3.13381 0.31043 -0.59768
H -2.25004 -0.17986 0.85476
H -2.16139 1.49926 0.50263
H -0.95450 0.65194 -1.79921
H -0.98353 -0.85174 -0.95806
H 0.29771 1.62386 0.31099
H 1.61995 -0.38620 1.36670
H 0.24744 -1.33090 0.93463
H 0.18334 -0.17974 3.21796
H -0.12972 1.19369 2.34654
H 2.32286 0.63335 -0.54698
H 0.83858 -0.89735 -2.51243
H 2.51350 -1.02982 -2.10316
H 1.24895 -1.80017 -1.14834
*
```

Atomic partial charges in e from the Mulliken method, atoms 1 to 6: number 1, C, carries -1.289; number 2, C, carries -0.732; number 3, C, carries -0.026; number 4, C, carries -0.752; number 5, N, carries -0.497; number 6, N, carries -0.380

=====

The following is a DFT calculation (ωB97M-V/def2-TZVPD) of a cluster of 2 separate species, CH6NOS in total at a distorted geometry.

Its LUMO energy is 3.9 eV.

The geometry in ORCA input format:
```
! RIJCOSX wB97M-V def2-TZVPD def2/J DEFGRID3
* xyz -1 1
S 0.80782 -0.21513 1.87485
H 0.93132 0.14613 3.14780
N 0.30196 0.85108 -0.83688
C -0.63871 -0.28210 -0.94945
O -1.35863 -0.23519 -2.14320
H 1.14990 0.77128 -1.38477
H 0.58274 0.79130 0.19664
H -0.18366 -1.26896 -0.77982
H -1.35144 -0.05706 -0.09624
H -1.46632 0.67591 -2.38077
*
```

Atomic partial charges in e from the Mulliken method, atoms 1 to 6: number 1, S, carries -0.845; number 2, H, carries -0.037; number 3, N, carries -0.600; number 4, C, carries -0.218; number 5, O, carries -0.536; number 6, H, carries 0.197

=====

The following is a DFT calculation (ωB97M-V/def2-TZVPD) of a structure of composition C42H35Cl2CsN4O7.

Its LUMO energy is 3.6 eV.

The geometry in ORCA input format:
```
! RIJCOSX wB97M-V def2-TZVPD def2/J DEFGRID3
* xyz -2 1
Cs -0.77150 -0.20493 0.30123
O -3.41118 0.67256 -0.47853
C -4.63402 0.44899 -0.22757
C -5.60770 1.50127 -0.31299
C -6.94378 1.31854 -0.03859
C -7.43302 0.06264 0.33160
C -6.52688 -0.98349 0.40488
C -5.16222 -0.84268 0.14798
C -4.35930 -2.06044 0.27784
N -3.09035 -2.14651 0.23034
N -2.59394 -3.45077 0.32205
C -1.58435 -3.55722 1.15221
O -1.09654 -2.69279 1.94018
C -0.91528 -4.91529 1.12775
C 0.19144 -5.12513 1.94415
C 0.88039 -6.33073 1.91006
C 0.46831 -7.34629 1.05792
C -0.64299 -7.14661 0.24477
C -1.32936 -5.94178 0.28013
H -5.23664 2.47569 -0.61685
H -7.62322 2.16333 -0.11655
H -8.48260 -0.09204 0.55022
H -6.88305 -1.97267 0.68326
H -4.93487 -2.98078 0.44399
H 0.50163 -4.30933 2.58394
H 1.74873 -6.47380 2.54329
H 1.00925 -8.28528 1.02372
H -0.97009 -7.93363 -0.42570
H -2.18923 -5.76330 -0.35175
O -0.98281 -0.66924 3.87048
H -1.11587 0.15986 3.39840
H -1.11655 -1.38507 3.21451
C -1.98896 3.49638 -0.94873
O -2.41413 4.67075 -0.21803
C -2.38068 4.47910 1.14227
C -3.50984 4.09701 1.84456
C -3.43937 3.93580 3.22156
C -2.24561 4.16198 3.89257
C -1.11172 4.53612 3.18916
C -1.17672 4.67660 1.81323
N -0.05774 5.06302 1.04091
C 1.22208 4.64075 1.07681
C 1.82226 3.54053 1.63097
C 3.26772 3.48184 1.57544
C 3.94776 2.41348 2.02581
C 3.23117 1.30163 2.59798
C 1.88741 1.29627 2.67994
C 1.08605 2.36358 2.11356
O -0.13911 2.25885 1.97743
H -2.64718 2.64589 -0.74862
H -0.96283 3.23186 -0.67588
H -2.02958 3.76954 -2.00161
H -4.42128 3.88641 1.30040
H -4.31563 3.60624 3.76466
H -2.18725 4.01592 4.96347
H -0.16325 4.67741 3.69242
H -0.28581 5.70311 0.29642
H 1.88108 5.31752 0.53674
H 3.79189 4.32480 1.13462
H 5.02161 2.34945 1.92311
H 3.79632 0.43894 2.92531
H 1.34294 0.44994 3.08464
Cl 4.87093 -2.36467 -2.30976
C 3.16669 -2.69936 -2.20985
C 2.81320 -3.89157 -1.58997
C 1.48958 -4.21886 -1.37153
C 0.49859 -3.35871 -1.82104
C 0.86284 -2.20486 -2.48313
Cl -0.41099 -1.18748 -3.10716
C 2.19876 -1.79966 -2.67002
N 2.40647 -0.53624 -3.22047
C 3.61395 0.03087 -3.66564
C 4.27732 -0.50955 -4.76072
C 5.45090 0.06251 -5.22377
C 5.95109 1.20206 -4.61040
C 5.26562 1.75817 -3.53720
C 4.09542 1.19477 -3.04547
C 3.35803 1.77785 -1.87022
C 3.16944 0.74556 -0.71637
O 4.21897 0.32314 -0.20479
O 1.98377 0.46427 -0.40722
H 3.60684 -4.53563 -1.23636
H 1.22503 -5.12360 -0.83983
H -0.55045 -3.57138 -1.64929
H 1.79413 0.12937 -2.76363
H 3.86846 -1.39744 -5.22793
H 5.97082 -0.37938 -6.06558
H 6.86968 1.65571 -4.96300
H 5.65745 2.64216 -3.04640
H 2.37419 2.14456 -2.18269
H 3.91926 2.62364 -1.46810
*
```

Atomic partial charges in e from the Mulliken method, atoms 1 to 6: number 1, Cs, carries 1.017; number 2, O, carries -0.666; number 3, C, carries 0.245; number 4, C, carries -0.561; number 5, C, carries -0.446; number 6, C, carries -0.722

=====

The following is a DFT calculation (ωB97M-V/def2-TZVPD) of an isolated molecule of C5H8OS at a distorted geometry.

Its LUMO energy (alpha / beta) is -0.5 / -0.5 eV.

The geometry in ORCA input format:
```
! RIJCOSX wB97M-V def2-TZVPD def2/J DEFGRID3
* xyz 0 1
C 0.58960 -1.04345 -0.61471
C 1.21170 0.00198 -0.06552
C -1.69287 0.21552 -0.56831
C 2.75651 -0.25127 0.23285
C -2.78022 0.72398 0.32360
O 0.64435 1.04846 0.21614
S -1.05263 -1.22247 -0.20384
H 1.14206 -2.00511 -0.78681
H -1.22094 0.94647 -1.25204
H 3.18131 0.72002 0.40792
H 3.24087 -0.63244 -0.59247
H 2.88248 -0.83288 1.16653
H -3.55517 -0.06160 0.34787
H -3.13800 1.66290 0.06445
H -2.20905 0.72989 1.32434
*
```

Atomic partial charges in e from the Mulliken method, atoms 1 to 6: number 1, C, carries -0.639; number 2, C, carries 0.909; number 3, C, carries 0.110; number 4, C, carries -1.293; number 5, C, carries -0.954; number 6, O, carries -0.668